# C43H63FeN5O3S

A structure of composition C43H63FeN5O3S (ωB97M-V/def2-TZVPD, the OMol25 dataset).

Last column: Löwdin spin population.
Geometry (Å):
Fe  0.171  -0.363  -0.133  3.617
C  0.353  -0.057  -3.670  0.001
N  -0.658  0.056  -2.632  0.026
C  -1.616  -1.030  -2.786  0.000
C  -1.283  1.383  -2.650  0.001
C  -0.884  2.257  -1.451  0.001
N  -1.169  1.669  -0.146  0.037
C  -2.590  1.359  0.033  0.002
C  -2.867  0.483  1.228  0.008
C  -3.779  0.888  2.183  -0.001
C  -4.139  0.055  3.232  0.006
C  -3.537  -1.195  3.274  -0.001
C  -2.615  -1.654  2.344  0.007
C  -2.252  -0.793  1.282  0.012
O  -1.402  -1.121  0.338  0.100
C  -2.066  -3.062  2.552  0.001
C  -1.047  -3.503  1.500  0.001
C  -3.233  -4.064  2.514  0.000
C  -1.371  -3.124  3.921  0.000
C  -5.158  0.439  4.294  0.001
C  -5.712  1.852  4.094  0.000
C  -6.334  -0.547  4.235  0.000
C  -4.499  0.382  5.680  0.000
C  -0.721  2.559  0.937  0.002
C  0.724  2.448  1.351  0.004
C  1.618  3.484  1.214  -0.001
C  2.906  3.411  1.747  0.005
C  3.211  2.308  2.541  0.000
C  2.359  1.227  2.703  0.005
C  1.121  1.237  1.993  0.005
O  0.367  0.198  1.904  0.042
C  2.635  0.109  3.706  0.001
C  1.663  0.351  4.873  0.001
C  2.366  -1.297  3.143  0.000
C  4.072  0.126  4.239  0.000
C  3.910  4.514  1.442  0.001
C  5.303  4.205  1.997  0.000
C  4.028  4.668  -0.083  0.000
C  3.445  5.846  2.043  0.000
H  -0.092  -0.032  -4.676  0.001
H  1.057  0.766  -3.579  0.000
H  0.882  -1.000  -3.550  0.000
H  -2.186  -0.955  -3.724  0.000
H  -1.068  -1.971  -2.782  0.000
H  -2.304  -1.043  -1.945  0.000
H  -0.993  1.930  -3.557  0.000
H  -2.370  1.279  -2.694  0.000
H  0.194  2.427  -1.481  0.000
H  -1.404  3.228  -1.564  0.001
H  -3.179  2.289  0.106  0.001
H  -2.929  0.810  -0.846  0.000
H  -4.212  1.872  2.091  0.000
H  -3.803  -1.853  4.086  0.000
H  -1.494  -3.528  0.510  0.000
H  -0.196  -2.825  1.475  0.001
H  -0.696  -4.506  1.749  0.000
H  -3.758  -3.993  1.564  0.000
H  -2.856  -5.079  2.626  0.000
H  -3.947  -3.881  3.312  0.000
H  -0.577  -2.383  3.962  0.000
H  -2.063  -2.929  4.735  0.000
H  -0.939  -4.111  4.075  0.000
H  -6.229  1.939  3.140  0.000
H  -6.427  2.077  4.883  0.000
H  -4.917  2.592  4.139  0.000
H  -6.791  -0.525  3.248  0.000
H  -6.007  -1.563  4.435  0.000
H  -7.090  -0.281  4.972  0.000
H  -3.646  1.055  5.715  0.000
H  -5.211  0.682  6.447  0.000
H  -4.151  -0.621  5.912  0.000
H  -0.950  3.606  0.681  0.001
H  -1.311  2.281  1.816  0.000
H  1.311  4.377  0.686  0.000
H  4.169  2.278  3.030  0.000
H  0.642  0.325  4.502  0.000
H  1.778  -0.419  5.634  0.000
H  1.847  1.325  5.325  0.000
H  1.306  -1.422  2.950  0.000
H  2.900  -1.464  2.212  0.000
H  2.688  -2.051  3.862  0.000
H  4.303  1.049  4.763  0.000
H  4.200  -0.692  4.947  0.000
H  4.786  -0.014  3.430  0.000
H  5.683  3.273  1.587  0.000
H  5.992  5.004  1.727  0.000
H  5.283  4.136  3.082  0.000
H  4.254  3.709  -0.544  0.000
H  3.102  5.040  -0.514  0.000
H  4.821  5.369  -0.334  0.000
H  3.371  5.772  3.124  0.000
H  4.159  6.629  1.797  0.000
H  2.472  6.138  1.657  0.000
S  1.687  -2.896  -1.123  0.000
C  2.937  -3.731  -0.395  0.012
N  2.544  -4.782  0.376  0.005
C  3.398  -5.702  0.972  0.000
C  4.746  -5.526  0.752  0.004
C  5.171  -4.461  -0.006  0.001
N  4.274  -3.533  -0.561  0.008
H  1.543  -4.922  0.415  0.000
H  2.954  -6.500  1.535  0.000
H  5.464  -6.213  1.167  0.000
H  6.211  -4.297  -0.227  0.000
O  1.788  0.441  -0.751  0.061
N  2.988  -0.158  -0.882  0.011
C  3.788  -0.373  0.200  0.003
C  4.789  -1.267  0.167  0.000
C  4.914  -2.225  -0.972  0.001
C  4.351  -1.576  -2.188  0.001
C  3.404  -0.634  -2.091  0.002
H  3.574  0.257  1.052  0.000
H  5.464  -1.371  1.001  0.000
H  5.954  -2.513  -1.155  0.000
H  4.727  -1.869  -3.154  0.000
H  2.949  -0.182  -2.956  0.000

Properties
ΔE to the lowest compared entry with this formula, charge and spin = 61.6 kcal per mole
Multiplicity = 5
Total charge = 0
HOMO energy (spin up / spin down) = -0.2111 / -0.2201 Eh
Orbital gap (spin up / spin down) = 2.96 / 3.20 eV
Calculated total energy = -3837.59767 Eh
Molecular weight = 785.92 g mol⁻¹